# 1
2 unconnected molecules or ions with the total composition C4H11NO2, computed with ωB97M-V/def2-TZVPD.

```
18
C4H11NO2 (ωB97M-V/def2-TZVPD)
C -0.50988 -3.17845 -0.62913
C -0.50691 -1.74043 -0.20952
O -0.72869 -1.36400 0.91628
O -0.25666 -0.88040 -1.20981
H 0.41151 -3.42952 -1.16742
H -1.34082 -3.29846 -1.31725
H -0.55798 -3.81166 0.24323
H -0.62906 -0.01789 -0.92348
C 1.30325 3.20119 0.78018
C 0.84504 1.78143 0.49167
N -0.56268 1.69357 0.03850
H 0.59926 3.86035 1.30688
H 1.47991 3.76109 -0.15328
H 2.26968 3.17118 1.27759
H 1.54174 1.37358 -0.23458
H 0.94991 1.16500 1.38385
H -0.95692 2.62136 0.01906
H -1.03672 1.04913 0.66323
```

Values from the calculation:
Highest occupied orbital energy   -9.642 eV
SMILES string   CC(=O)O.CCN
E_LUMO   0.036 Ha
Energy relative to the best compared isomer or geometry (same formula, charge and spin)   31.6 kJ/mol

Löwdin atomic charge list, values in e, 5 entries:
1 C 0.01
2 C -0.58
3 O 0.08
4 O 0.08
5 H 0.09


# 2
2 unconnected molecules or ions with the total composition CH4NOPS, computed with ωB97M-V/def2-TZVPD.

```
9
CH4NOPS (ωB97M-V/def2-TZVPD)
H -0.04623 -0.94648 -1.23135
P 1.00288 -1.73133 -0.71830
N 1.55983 -0.48137 0.14084
S 1.10387 1.11941 -0.01579
H 2.39634 -0.46049 0.73067
C -1.47574 0.65729 0.23886
O -1.49456 -0.39530 -0.33310
H -1.52609 0.53912 1.39323
H -1.52030 1.69915 -0.20506
```

Values from the calculation:
Highest occupied orbital energy (spin up / spin down)   -8.215 / -8.212 eV
SMILES string   [H]/P=[NH+]\[S-].C=O
E_LUMO (spin up / spin down)   -0.044 / -0.044 Ha
Energy relative to the best compared isomer or geometry (same formula, charge and spin)   215.0 kJ/mol

Löwdin atomic charge list, values in e, 5 entries:
1 H -0.13
2 P 0.87
3 N -0.90
4 S 0.51
5 H 0.02


# 3
4 unconnected molecules or ions with the total composition C3H12O5, computed with ωB97M-V/def2-TZVPD.

```
20
C3H12O5 (ωB97M-V/def2-TZVPD)
O -2.05079 -1.48967 0.56244
C -2.90431 -0.35041 0.11847
C -2.30998 0.84329 -0.58273
C -1.49332 1.86720 0.05918
O -0.09580 1.61963 0.29134
H -3.52694 -1.06685 -0.48401
H -2.60215 0.97720 -1.66864
H -3.38125 0.02069 1.01958
H -1.66773 2.77444 -0.40613
H -1.80230 1.94926 1.11991
H 0.42468 1.02205 -0.32092
H 1.24305 -3.09402 1.00612
H 2.09118 -1.95326 0.14616
O 1.41403 -2.17696 0.85963
H 4.21999 -0.84464 0.30221
H 3.14341 1.52866 -1.74151
O 3.28401 -0.77109 0.07448
H -1.19894 -1.43591 0.08660
H 2.98034 0.15711 -0.81277
O 2.48884 1.04368 -1.26491
```

Values from the calculation:
Highest occupied orbital energy (spin up / spin down)   -4.218 / -4.217 eV
<S²>   0.75
E_LUMO (spin up / spin down)   0.131 / 0.089 Ha
Net charge   -1
Multiplicity   2
Energy relative to the best compared isomer or geometry (same formula, charge and spin)   165.2 kJ/mol

Löwdin atomic charge list, values in e, 5 entries:
1 O -0.12
2 C -0.24
3 C -0.03
4 C -0.30
5 O -0.08


# 4
A molecular structure, C4H4O2Tl, computed with ωB97M-V/def2-TZVPD.

```
11
C4H4O2Tl (ωB97M-V/def2-TZVPD)
O 3.05527 0.84379 0.39511
C 2.12140 0.56906 -0.17415
C 1.07015 -0.09420 -0.77636
C -0.32713 0.23029 -0.52434
C -1.19737 -0.84283 0.05458
H -0.80429 0.99232 -1.14507
H -2.25838 -0.78307 -0.19522
H -0.77033 -1.82131 0.27890
H 1.39511 -0.98188 -1.35307
Tl -1.59272 1.67060 2.59762
O -0.69170 0.21724 0.84201
```

Values from the calculation:
Highest occupied orbital energy (spin up / spin down)   -19.891 / -19.862 eV
<S²>   0.76
E_LUMO (spin up / spin down)   -0.343 / -0.457 Ha
Net charge   +2
Multiplicity   2
Energy relative to the best compared isomer or geometry (same formula, charge and spin)   69.7 kJ/mol

Löwdin atomic charge list, values in e, 5 entries:
1 O 0.44
2 C 0.08
3 C 0.19
4 C -0.23
5 C -0.01


# 5
2 unconnected molecules or ions with the total composition C2H8OS, computed with ωB97M-V/def2-TZVPD.

```
12
C2H8OS (ωB97M-V/def2-TZVPD)
C -0.49364 -1.16369 1.04700
S -1.44908 0.15874 0.13757
C -0.49957 0.14741 -1.45711
H -0.09540 -0.80932 1.98726
H 0.31149 -1.37323 0.34313
H -1.09167 -2.06497 1.11814
H -0.58808 -0.82314 -1.92692
H -1.16967 0.76441 -2.07686
H 0.38778 0.76119 -1.37229
O 1.98433 1.58834 0.75230
H 1.15487 2.06584 0.73386
H 1.54863 0.74841 0.71391
```

Values from the calculation:
Highest occupied orbital energy   -9.003 eV
SMILES string   CSC.O
E_LUMO   0.031 Ha
Energy relative to the best compared isomer or geometry (same formula, charge and spin)   60.8 kJ/mol

Löwdin atomic charge list, values in e, 5 entries:
1 C -0.39
2 S 0.70
3 C -0.41
4 H 0.02
5 H 0.02


# 6
A molecular structure, C23H20AsFGeN3S4V, computed with ωB97M-V/def2-TZVPD.

```
54
C23H20AsFGeN3S4V (ωB97M-V/def2-TZVPD)
V -0.08795 0.10786 -0.19897
S -3.89616 -0.95056 -0.92867
As -3.70510 0.05851 0.87097
S -0.06176 -1.66377 -1.66822
S -1.59224 0.22741 1.54057
S -4.94744 -0.18128 2.50916
Ge 0.88194 -3.30940 -0.53393
C 2.83009 -3.23517 -0.69249
C 3.54175 -4.35474 -1.11695
C 4.92769 -4.32304 -1.21586
C 5.61858 -3.16592 -0.88692
C 4.91924 -2.04144 -0.46627
C 3.53401 -2.07279 -0.37311
C 0.30535 -3.29279 1.32936
C 0.89207 -2.43241 2.25708
C 0.41984 -2.37859 3.56173
C -0.64283 -3.17941 3.95197
C -1.22951 -4.04349 3.03784
C -0.75367 -4.10198 1.73534
H 0.43042 -4.63663 -1.17311
H 3.01045 -5.26460 -1.37545
H 5.46800 -5.20070 -1.55008
H 6.69904 -3.13716 -0.96059
H 5.45287 -1.13356 -0.21156
H 3.00157 -1.18232 -0.05810
H 1.70550 -1.78147 1.96420
H 0.86900 -1.69043 4.26743
H -1.02474 -3.11884 4.96345
H -2.06935 -4.65903 3.33543
H -1.23075 -4.76347 1.02068
F 1.49856 0.33895 0.61929
C 0.65065 2.82395 -3.51496
C 0.48562 1.68435 -2.75506
N 0.01092 1.76216 -1.49726
C -0.34080 2.94753 -1.00391
C -0.30246 4.14517 -1.73448
C 0.26490 4.05430 -3.00516
C -0.79849 5.37807 -1.14949
C -1.84080 5.43224 -0.24678
C -2.79083 4.40206 -0.06764
C -3.47455 4.15314 1.16360
C -3.97028 2.91229 1.37974
N -3.91408 1.95542 0.39488
C -3.51285 2.35849 -0.83575
N -2.99432 3.51080 -1.10783
H 1.06171 2.74060 -4.51166
H 0.74045 0.69885 -3.11719
H -0.67450 2.95149 0.02604
H 0.36021 4.95080 -3.60706
H -0.25405 6.28568 -1.38851
H -1.94014 6.31196 0.38311
H -3.49679 4.89494 1.95125
H -4.40024 2.58138 2.31632
H -3.63378 1.62659 -1.62640
```

Values from the calculation:
Highest occupied orbital energy (spin up / spin down)   -3.537 / -5.148 eV
<S²>   3.80
E_LUMO (spin up / spin down)   0.087 / 0.068 Ha
Net charge   -1
Multiplicity   4

Löwdin atomic charge list, values in e, 5 entries:
1 V 0.35
2 S -0.03
3 As -0.12
4 S 0.17
5 S 0.13


# 7
12 unconnected molecules or ions with the total composition H24O12, computed with ωB97M-V/def2-TZVPD.

```
36
H24O12 (ωB97M-V/def2-TZVPD)
O -0.46605 -0.54241 -0.24841
H -0.08607 0.32354 -0.06207
H -1.34472 -0.34408 -0.59134
O 2.25535 -0.30656 -0.28629
H 2.33391 -0.11236 0.65451
H 1.97968 -1.22975 -0.31296
O 0.15462 2.69295 0.94308
H 0.83045 2.37554 0.33357
H 0.15918 3.64903 0.82109
O 3.20163 2.75125 -0.19695
H 3.22402 3.68925 0.02361
H 4.02603 2.60271 -0.67370
O -2.32321 3.37390 -0.44000
H -3.23578 3.56483 -0.68443
H -2.36362 2.49196 -0.05330
O -5.19292 -2.37170 0.44170
H -5.12406 -3.28203 0.75080
H -5.20661 -1.84942 1.25165
O 0.51340 -2.30972 1.86795
H 0.51858 -1.90432 0.99353
H -0.25567 -2.89048 1.85264
O 3.16261 -2.51112 -1.66478
H 3.82336 -3.17007 -1.42358
H 3.47781 -2.15963 -2.50508
O -0.29456 -1.75844 -2.28845
H -0.39349 -1.99705 -1.35987
H -0.53760 -2.56083 -2.76395
O 2.37406 -0.52927 3.33141
H 2.82921 -0.80743 4.13419
H 3.08664 -0.27966 2.73233
O -0.51210 1.18098 -2.09999
H 0.24872 1.77108 -2.05625
H -0.14124 0.30733 -1.93209
O -3.59754 1.03679 0.73063
H -3.55903 0.98964 -0.23129
H -3.56500 0.11552 1.01207
```

Values from the calculation:
Highest occupied orbital energy   -10.352 eV
SMILES string   O.O.O.O.O.O.O.O.O.O.O.O
E_LUMO   0.009 Ha
Energy relative to the best compared isomer or geometry (same formula, charge and spin)   293.5 kJ/mol

Löwdin atomic charge list, values in e, 5 entries:
1 O -0.11
2 H 0.04
3 H 0.06
4 O -0.05
5 H 0.03


# 8
2 unconnected molecules or ions with the total composition C4H4O2, computed with ωB97M-V/def2-TZVPD.

```
10
C4H4O2 (ωB97M-V/def2-TZVPD)
O -2.40157 -0.01777 0.15934
C -1.38114 -0.61615 0.18471
O -0.16795 0.05448 0.36614
C 0.27390 2.04221 -0.14340
C 0.92824 -0.68248 0.27194
C 1.89740 -1.38165 0.18400
H -1.21795 -1.69855 0.08163
H -0.62173 2.05009 -0.80194
H -0.15398 2.37750 0.82576
H 2.78018 -1.97317 0.09495
```

Values from the calculation:
Highest occupied orbital energy   -8.987 eV
E_LUMO   0.009 Ha
Energy relative to the best compared isomer or geometry (same formula, charge and spin)   650.2 kJ/mol

Löwdin atomic charge list, values in e, 5 entries:
1 O 0.15
2 C -0.24
3 O -0.11
4 C 0.16
5 C -0.23